--- one ---
Density functional theory data (ωB97M-V with the def2-TZVPD basis set) for C5H5NO2 in the gas phase.

Structure (XYZ):
```
13
Properties=species:S:1:pos:R:3:lowdin_charge:R:1
C -0.596 2.032 -0.210 0.023
C 0.246 1.003 -0.259 -0.194
C 1.653 0.642 0.277 -0.104
N 1.955 -0.564 0.320 0.118
O 0.897 -1.291 -0.367 -0.132
C -0.220 -0.494 -0.620 -0.271
C -1.192 -0.753 0.518 -0.199
O -2.365 -0.581 0.184 0.022
H -0.562 3.000 0.546 0.123
H -1.793 1.862 -0.293 0.119
H 2.349 1.357 0.634 0.108
H -0.594 -0.941 -1.580 0.181
H -0.686 -0.930 1.675 0.205
```

## Properties
Frontier orbital gap = 9.341 eV
Highest occupied orbital energy = -9.42 eV
LUMO level = -0.0027 hartree
Charge = 0

---

--- two ---
Density functional theory data (ωB97M-V with the def2-TZVPD basis set) for C5H5NO2 in the gas phase.

Structure (XYZ):
```
13
Properties=species:S:1:pos:R:3:lowdin_charge:R:1
C 2.801 -0.974 -0.320 0.134
C 1.525 -0.822 -0.112 -0.108
C 0.117 -0.320 -0.205 -0.270
C 0.556 1.069 0.534 -0.261
O 1.044 1.995 -0.026 0.052
C -0.942 -1.109 0.456 -0.153
N -2.079 -0.655 0.191 -0.115
O -2.251 0.415 -0.501 -0.052
H 3.806 -1.453 -0.221 0.044
H -0.261 0.084 -1.279 0.198
H 0.597 1.210 1.734 0.168
H -0.973 -2.104 1.088 0.164
H -3.310 0.497 -0.559 0.199
```

## Properties
Frontier orbital gap = 9.776 eV
Highest occupied orbital energy = -9.26 eV
LUMO level = 0.0189 hartree
Charge = 0

---

--- three ---
Density functional theory data (ωB97M-V with the def2-TZVPD basis set) for a molecular structure, C5H5NO2.

Structure (XYZ):
```
13
Properties=species:S:1:pos:R:3:lowdin_charge:R:1
C -1.390 1.910 -1.335 -0.296
C -0.790 0.886 -1.703 0.098
C -0.501 -1.231 0.439 -0.525
C 0.760 -1.085 1.259 -0.035
C 0.967 0.239 0.421 -0.137
N -0.415 0.036 -0.020 0.068
O -1.353 -2.084 0.397 0.091
O -1.868 2.766 -0.727 0.193
H -0.360 0.307 -2.558 0.108
H 0.586 -1.122 2.278 0.089
H 1.557 -1.808 1.052 0.119
H 1.164 1.232 0.879 0.124
H 1.643 -0.046 -0.381 0.104
```

## Properties
Frontier orbital gap = 8.796 eV
Highest occupied orbital energy = -9.89 eV
LUMO level = -0.0401 hartree
Charge = 0

---

It comes down to three, which is 17.9 kcal/mol more stable than the next structure.

---

--- one ---
Density functional theory data (ωB97M-V with the def2-TZVPD basis set) for 2 unconnected molecules or ions with the total composition C2H4NP.

Structure (XYZ):
```
8
Properties=species:S:1:pos:R:3:lowdin_charge:R:1
C -1.691 -0.860 0.586 -0.513
C 1.533 0.614 -0.324 -0.066
N -1.946 -0.667 -0.633 -0.196
P -1.224 0.782 0.152 0.845
H -1.812 -1.650 1.298 0.054
H 1.615 -0.453 -0.425 -0.037
H 1.928 1.047 0.571 -0.043
H 1.597 1.187 -1.226 -0.044
```

## Properties
Frontier orbital gap (alpha / beta) = 7.911 / 8.208 eV
Highest occupied orbital energy (alpha / beta) = -7.76 / -8.21 eV
LUMO level (alpha / beta) = 0.0056 / 0.0000 hartree
Charge = 0

---

--- two ---
Density functional theory data (ωB97M-V with the def2-TZVPD basis set) for C2H4NP in the gas phase.

Structure (XYZ):
```
8
Properties=species:S:1:pos:R:3:lowdin_charge:R:1
C -0.524 0.500 -0.080 -0.559
C 0.314 -0.692 0.210 -0.363
N 1.549 -0.723 -0.098 0.053
P -2.278 0.763 0.823 0.639
H 0.057 1.408 -0.102 0.048
H -0.927 0.306 -1.020 0.006
H -0.112 -1.787 0.461 0.138
H 1.921 0.225 -0.193 0.039
```

## Properties
Frontier orbital gap (alpha / beta) = 7.275 / 7.273 eV
Highest occupied orbital energy (alpha / beta) = -8.70 / -8.73 eV
LUMO level (alpha / beta) = -0.0525 / -0.0534 hartree
Charge = 0

---

It comes down to two, which is 7.2 kcal/mol more stable than the next structure.

---

--- one ---
Density functional theory data (ωB97M-V with the def2-TZVPD basis set) for a molecular structure, C5H11N2O.

Structure (XYZ):
```
19
Properties=species:S:1:pos:R:3:lowdin_charge:R:1
C 2.180 0.680 -0.316 -0.117
C 0.837 0.890 0.256 -0.216
C -0.457 0.526 -0.425 -0.197
C -0.879 -1.027 -0.585 -0.126
N -2.320 -1.080 -0.571 0.183
C -2.713 0.085 0.267 -0.080
N -1.586 1.245 0.035 0.211
H 2.135 -0.218 -1.077 0.126
H 2.934 0.344 0.404 0.086
H 2.390 1.657 -0.785 0.099
H 0.830 0.194 1.146 0.142
H 0.680 1.899 0.657 0.137
H -0.386 -1.676 0.215 0.172
H -0.486 -1.417 -1.531 0.146
H -2.787 -0.198 1.271 0.128
H -1.247 1.045 -1.241 0.263
H -3.731 0.552 -0.032 0.168
H 2.516 -2.115 1.362 -0.010
O 2.089 -1.387 0.950 -0.116
```

## Properties
Frontier orbital gap = 3.776 eV
Highest occupied orbital energy = -12.93 eV
LUMO level = -0.3362 hartree
Charge = +1

---

--- two ---
Density functional theory data (ωB97M-V with the def2-TZVPD basis set) for 2 unconnected molecules or ions with the total composition C5H11N2O.

Structure (XYZ):
```
19
Properties=species:S:1:pos:R:3:lowdin_charge:R:1
O -0.485 3.736 0.572 0.041
C -0.781 3.014 1.538 -0.194
C -0.670 1.523 1.339 -0.155
C -0.450 1.183 -0.118 -0.110
C -0.455 -0.367 -0.205 -0.289
C 0.630 -1.042 0.031 0.343
N 2.358 -3.116 -1.147 0.060
N -1.824 -0.911 -0.581 0.122
H -1.112 3.446 2.550 0.155
H -1.508 0.976 1.821 0.143
H 0.266 1.205 1.856 0.141
H 0.509 1.522 -0.542 0.145
H -1.266 1.407 -0.768 0.130
H 1.606 -0.885 -0.475 0.115
H 3.255 -2.639 -1.378 0.067
H 2.043 -3.316 -2.052 0.007
H 1.743 -2.820 -0.398 -0.029
H -1.745 -1.938 -0.349 0.103
H -2.114 -0.978 -1.694 0.207
```

## Properties
Frontier orbital gap = 5.928 eV
Highest occupied orbital energy = -13.64 eV
LUMO level = -0.2835 hartree
Charge = +1

---

It comes down to two, which is 137.6 kcal/mol more stable than the next structure.

---

--- one ---
Density functional theory data (ωB97M-V with the def2-TZVPD basis set) for C22H31N3O4 in the gas phase.

Structure (XYZ):
```
60
Properties=species:S:1:pos:R:3:lowdin_charge:R:1
C 2.055 3.461 0.099 -0.057
C 0.793 3.652 0.899 -0.188
O -0.182 2.701 0.412 0.015
C -1.334 2.687 1.077 -0.445
O -1.625 3.472 1.940 0.145
C -2.240 1.527 0.643 -0.253
C -1.753 0.260 1.381 -0.003
C -0.248 0.059 1.560 -0.473
O 0.278 0.285 2.642 0.067
N 0.419 -0.426 0.500 0.108
C 1.849 -0.692 0.564 -0.253
C 2.209 -1.887 1.458 -0.092
C 1.511 -3.224 1.322 -0.194
C 0.369 -3.493 0.582 -0.032
C -0.158 -4.777 0.581 -0.061
C 0.468 -5.760 1.325 -0.162
N 1.563 -5.529 2.047 0.059
C 2.051 -4.296 2.035 -0.112
C 2.540 -0.655 -0.820 -0.241
C 2.612 -1.979 -1.607 -0.141
C 1.466 -1.878 -2.615 -0.184
C 1.533 -0.420 -3.075 -0.177
C 1.961 0.376 -1.823 -0.142
C -3.674 1.845 1.074 -0.122
C -4.228 3.027 0.294 -0.160
C -4.284 2.699 -1.185 -0.168
N -3.054 2.046 -1.624 0.104
C -2.184 1.329 -0.875 -0.391
O -1.393 0.565 -1.414 0.058
H 2.806 4.178 0.433 0.084
H 2.453 2.456 0.239 0.065
H 1.875 3.617 -0.964 0.083
H 0.947 3.462 1.961 0.133
H 0.382 4.655 0.789 0.127
H -2.142 0.310 2.398 0.135
H -2.185 -0.616 0.892 0.137
H -0.066 -0.383 -0.387 0.096
H 2.265 0.165 1.108 0.137
H 3.286 -2.051 1.347 0.128
H 2.060 -1.557 2.489 0.121
H -0.115 -2.717 0.010 0.094
H -1.046 -5.009 0.008 0.100
H 0.082 -6.773 1.346 0.100
H 2.945 -4.137 2.632 0.117
H 3.566 -0.371 -0.575 0.135
H 3.560 -2.015 -2.150 0.118
H 2.566 -2.868 -0.982 0.099
H 1.554 -2.589 -3.438 0.108
H 0.508 -2.070 -2.123 0.096
H 2.286 -0.321 -3.861 0.106
H 0.586 -0.062 -3.479 0.099
H 1.115 0.916 -1.401 0.079
H 2.710 1.128 -2.074 0.107
H -4.293 0.957 0.910 0.137
H -3.673 2.059 2.141 0.128
H -5.230 3.281 0.640 0.121
H -3.598 3.901 0.466 0.116
H -5.130 2.034 -1.385 0.121
H -4.428 3.601 -1.781 0.119
H -2.964 1.844 -2.609 0.150
```

## Properties
Frontier orbital gap = 9.531 eV
Highest occupied orbital energy = -9.04 eV
LUMO level = 0.0180 hartree
Charge = 0

---

--- two ---
Density functional theory data (ωB97M-V with the def2-TZVPD basis set) for C22H31N3O4 in the gas phase.

Structure (XYZ):
```
60
Properties=species:S:1:pos:R:3:lowdin_charge:R:1
C -3.932 -0.812 -1.792 -0.051
C -3.302 -1.725 -0.773 -0.192
O -1.896 -1.400 -0.712 0.016
C -1.197 -2.088 0.188 -0.444
O -1.663 -2.961 0.871 0.144
C 0.232 -1.553 0.353 -0.252
C 0.177 -0.299 1.263 -0.001
C -1.021 0.647 1.148 -0.470
O -1.893 0.632 2.007 0.062
N -1.020 1.503 0.110 0.120
C -2.097 2.470 -0.058 -0.242
C -1.957 3.596 0.975 -0.103
C -0.670 4.386 1.029 -0.194
C 0.363 4.300 0.109 -0.025
C 1.492 5.088 0.271 -0.058
C 1.556 5.946 1.355 -0.162
N 0.582 6.047 2.255 0.059
C -0.488 5.280 2.084 -0.106
C -2.306 2.891 -1.547 -0.232
C -2.374 4.412 -1.866 -0.140
C -1.647 4.597 -3.212 -0.180
C -1.582 3.193 -3.816 -0.188
C -1.335 2.316 -2.593 -0.173
C 1.069 -2.634 1.043 -0.125
C 1.269 -3.836 0.135 -0.161
C 2.040 -3.429 -1.104 -0.170
N 1.520 -2.183 -1.656 0.102
C 0.840 -1.206 -1.012 -0.398
O 0.738 -0.096 -1.515 0.060
H -4.998 -1.028 -1.868 0.083
H -3.812 0.230 -1.498 0.060
H -3.480 -0.950 -2.775 0.083
H -3.727 -1.587 0.221 0.133
H -3.405 -2.777 -1.041 0.127
H 0.140 -0.654 2.291 0.133
H 1.099 0.271 1.130 0.139
H -0.371 1.293 -0.638 0.088
H -3.009 1.951 0.252 0.137
H -2.796 4.287 0.849 0.128
H -2.100 3.129 1.952 0.118
H 0.297 3.628 -0.734 0.096
H 2.310 5.038 -0.436 0.101
H 2.423 6.578 1.512 0.100
H -1.265 5.378 2.838 0.118
H -3.284 2.487 -1.820 0.124
H -3.416 4.727 -1.945 0.113
H -1.922 5.031 -1.095 0.090
H -2.142 5.322 -3.859 0.104
H -0.631 4.961 -3.039 0.106
H -2.537 2.932 -4.281 0.114
H -0.805 3.090 -4.574 0.108
H -0.288 2.425 -2.296 0.099
H -1.497 1.253 -2.773 0.110
H 2.036 -2.202 1.321 0.137
H 0.561 -2.927 1.961 0.128
H 1.817 -4.623 0.653 0.121
H 0.298 -4.249 -0.140 0.117
H 3.098 -3.294 -0.853 0.121
H 1.980 -4.199 -1.873 0.119
H 1.904 -1.867 -2.534 0.150
```

## Properties
Frontier orbital gap = 9.600 eV
Highest occupied orbital energy = -9.07 eV
LUMO level = 0.0195 hartree
Charge = 0

---

It comes down to one, which is 1.2 kcal/mol more stable than the next structure.